# C45H51EuN7O4PS

C45H51EuN7O4PS as an isolated structure (ωB97M-V with the def2-TZVPD basis set, the Open Molecules 2025 dataset).

Positions of all 110 atoms, in Å:
H (-3.17, -17.44, 17.72)
H (-10.87, -18.23, 15.20)
H (-5.73, -22.79, 18.15)
H (-5.69, -12.12, 20.62)
C (-3.61, -14.30, 19.10)
C (-6.11, -22.18, 17.28)
C (-7.64, -22.02, 12.66)
C (-4.09, -13.41, 20.02)
H (-3.51, -13.15, 20.85)
H (-6.96, -24.82, 13.88)
H (-9.55, -17.98, 11.32)
N (-7.28, -13.29, 14.93)
Eu (-7.18, -17.37, 16.52)
O (-10.25, -13.23, 16.08)
C (-8.34, -17.79, 21.47)
C (-10.32, -18.89, 15.84)
C (-7.20, -22.70, 13.73)
H (-8.33, -16.87, 13.19)
H (-7.70, -10.87, 19.77)
H (-3.10, -14.89, 14.88)
H (-7.92, -15.04, 14.00)
H (-8.22, -13.02, 21.05)
C (-8.83, -28.68, 7.67)
C (-7.49, -24.04, 12.01)
O (-6.50, -14.90, 17.07)
H (-8.72, -29.62, 7.09)
C (-7.77, -27.54, 9.48)
H (-12.82, -18.18, 19.72)
C (-10.46, -18.60, 17.30)
C (-6.48, -20.79, 17.35)
C (-7.62, -25.25, 11.20)
C (-10.71, -18.03, 20.00)
C (-6.20, -13.26, 18.85)
O (-7.78, -28.61, 8.64)
H (-9.62, -17.56, 23.20)
C (-10.72, -17.75, 21.40)
C (-7.12, -27.62, 10.73)
H (-6.32, -23.87, 15.96)
H (-5.99, -17.66, 13.06)
C (-8.34, -26.34, 9.13)
H (-6.73, -28.57, 11.02)
H (-9.53, -13.27, 19.91)
H (-12.52, -15.62, 15.65)
C (-9.43, -18.08, 19.31)
C (-3.95, -17.04, 17.05)
H (-8.80, -27.83, 7.00)
P (-9.79, -14.38, 15.30)
O (-9.32, -15.67, 16.17)
C (-7.91, -20.61, 12.78)
H (-4.60, -14.08, 15.48)
C (-3.71, -15.47, 16.89)
H (-9.30, -18.90, 15.51)
H (-11.71, -17.71, 21.82)
C (-11.75, -18.61, 17.90)
H (-4.73, -15.72, 14.97)
C (-7.52, -20.00, 13.98)
C (-6.96, -22.15, 15.01)
H (-6.38, -13.30, 14.43)
H (-8.18, -14.55, 20.10)
H (-10.13, -16.15, 16.47)
H (-11.44, -14.77, 13.42)
H (-7.38, -10.90, 17.96)
N (-7.09, -24.04, 13.32)
H (-8.09, -13.32, 17.97)
H (-10.72, -19.88, 15.63)
C (-5.34, -12.81, 19.89)
C (-8.33, -14.03, 14.21)
S (-6.66, -17.80, 19.38)
C (-9.57, -17.63, 22.10)
C (-8.42, -13.44, 20.07)
C (-4.33, -14.63, 17.96)
H (-6.27, -20.23, 18.31)
H (-10.22, -16.04, 13.77)
C (-4.02, -15.02, 15.44)
C (-8.36, -17.90, 13.02)
H (-8.96, -11.16, 18.53)
C (-5.68, -14.18, 17.96)
H (-5.61, -18.51, 14.52)
H (-9.85, -28.68, 8.07)
C (-6.26, -17.76, 14.15)
H (-6.61, -26.51, 12.51)
H (-8.53, -13.55, 13.27)
N (-6.92, -20.09, 16.33)
C (-8.25, -17.84, 20.11)
C (-8.72, -19.96, 11.80)
C (-11.85, -18.26, 19.24)
H (-7.42, -17.77, 22.04)
H (-12.37, -16.64, 14.41)
N (-11.86, -16.15, 15.12)
H (-8.79, -26.20, 8.17)
H (-9.15, -20.44, 10.90)
C (-8.28, -25.25, 9.96)
C (-8.91, -18.55, 11.96)
H (-6.94, -14.31, 16.49)
C (-7.92, -11.34, 18.80)
H (-3.84, -17.56, 16.06)
N (-7.59, -18.53, 14.06)
C (-6.45, -22.80, 16.11)
H (-7.53, -12.33, 15.17)
H (-12.62, -18.74, 17.25)
C (-7.13, -20.69, 15.13)
H (-4.91, -17.25, 17.48)
C (-7.67, -12.87, 18.85)
N (-7.79, -22.84, 11.56)
C (-7.05, -26.50, 11.51)
C (-10.91, -15.33, 14.24)
N (-9.37, -18.29, 17.97)
H (-2.66, -15.28, 17.10)
H (-8.72, -24.31, 9.63)
H (-2.62, -14.80, 19.18)

Summary:
- <S²>: 15.79
- Charge: -1
- E_HOMO (alpha / beta): -0.0288 / -0.0850 hartree
- Spin multiplicity: 8
- Electronic energy: -3879.4632 a.u.